Entry P
Entry from the Open Molecules 2025 dataset: CH3N3S in the gas phase (ωB97M-V/def2-TZVPD).

Its HOMO energy (spin up / spin down) is -8.265 / -8.563 eV. The HOMO-LUMO gap (spin up / spin down) comes out at 8.4 / 8.5 eV. Its SMILES is C1NN=NS1.

Element x y z (Å)
S1 1.31 1.01 0.35
H1 -0.83 0.72 1.34
H2 -0.76 -0.91 -1.18
N1 0.68 -1.38 -0.26
N2 1.83 -0.38 -0.14
H3 -1.18 1.19 -0.27
C1 -0.56 0.59 0.35
N3 -0.50 -0.83 -0.18

***

Entry Q
Entry from the Open Molecules 2025 dataset: CH3N3S as an isolated structure (ωB97M-V/def2-TZVPD).

Its HOMO energy (spin up / spin down) is -7.917 / -7.919 eV. The HOMO-LUMO gap (spin up / spin down) comes out at 6.9 / 6.9 eV.

Element x y z (Å)
S1 -1.55 0.84 1.68
H1 1.35 0.75 0.30
H2 -0.22 -1.19 0.16
N1 0.47 0.91 -0.03
N2 -1.06 2.19 1.44
C1 -0.43 -0.07 -0.09
N3 0.17 2.15 -0.24
H3 -1.28 0.26 -0.62

***

Stability ranking, top entry: entry P; the second entry is 0.0666 hartree less favorable.